Entry from OMol25: a single C2H7N3OS molecule (the ωB97M-V functional and the def2-TZVPD basis).

```
14
Properties=species:S:1:pos:R:3:forces:R:3:nbo_charge:R:1
C -0.766091 -0.455882 1.527700 -0.198 0.187 1.062 -0.44
N -0.738961 0.520389 0.449571 0.110 -0.069 0.438 -0.55
C 0.122151 0.416553 -0.463468 -0.154 0.158 -0.196 0.54
N 0.301492 1.470762 -1.405687 -0.035 -1.084 0.883 -0.32
O -0.620255 2.472780 -1.172503 -1.046 1.110 0.837 -0.58
N 1.033277 -0.587265 -0.680170 1.424 -0.208 -0.630 -0.80
S 0.790371 -2.264221 -0.621862 0.265 0.236 0.593 0.21
H -1.307293 -0.024465 2.384793 -0.259 -0.131 -0.524 0.20
H 0.195493 -0.711837 2.017318 0.031 0.144 -0.855 0.18
H -1.250955 -1.384649 1.216873 -0.013 0.121 0.148 0.21
H 0.104447 1.103126 -2.327433 -0.019 -0.026 -0.248 0.36
H -1.090567 2.229152 -0.312627 0.696 -0.168 -1.134 0.49
H 1.847545 -0.258855 -1.207269 -0.453 -0.406 0.262 0.41
H 1.379347 -2.525587 0.594764 -0.351 0.135 -0.635 0.10
```
Forces are in eV/Å.

**Frontier orbital gap**: 0.357 Eh
**SMILES**: C/N=C(/NO)NS
**HOMO level**: -9.124 eV
**ΔE to the lowest compared entry with this formula, charge and spin**: 163.1 kJ/mol

Entry from OMol25: a single C2H7N3OS2 molecule (the ωB97M-V functional and the def2-TZVPD basis).

```
15
Properties=species:S:1:pos:R:3:forces:R:3:nbo_charge:R:1
C -0.252637 0.670263 -1.780626 -0.812 -3.175 -2.232 -0.45
N -0.617109 -0.327722 -0.662416 0.691 2.118 0.038 -0.65
S -1.699957 -1.565710 -1.014300 -1.244 0.409 1.413 0.22
C -0.026999 -0.023401 0.595287 -4.238 -2.378 -0.305 0.51
N 1.157138 0.208037 0.717440 5.886 1.838 -1.522 -0.65
S 2.240468 0.230326 -0.711054 -1.102 -0.336 1.388 0.15
N -0.663652 -0.303629 1.864051 -2.523 1.125 -2.046 -0.32
O 0.279907 -0.353634 2.824556 3.125 0.167 2.479 -0.59
H -1.240577 0.714066 -2.311112 0.885 1.263 0.537 0.23
H 0.413370 0.168553 -2.679703 -1.262 0.985 2.574 0.21
H 0.293060 1.545788 -1.406620 -0.909 -0.097 -0.165 0.23
H -2.855848 -1.195048 -0.234433 1.423 -0.242 -1.149 0.10
H 3.239354 0.017655 0.102879 0.961 -0.079 0.318 0.11
H -1.520386 0.305894 2.220326 2.585 -1.285 -1.390 0.37
H 1.253868 -0.091438 2.475728 -3.464 -0.314 0.062 0.50
```
Forces are in eV/Å.

**Frontier orbital gap**: 0.333 Eh
**SMILES**: CN(S)/C(=N\S)NO
**HOMO level**: -8.472 eV
**ΔE to the lowest compared entry with this formula, charge and spin**: 233.0 kJ/mol

Entry from OMol25: an isolated ion of composition C2H7N3P and charge +1 (the ωB97M-V functional and the def2-TZVPD basis).

```
13
Properties=species:S:1:pos:R:3:forces:R:3:lowdin_spin:R:1
C 0.813184 0.494943 -0.066500 0.951 -0.502 1.211 0.64
C -0.982466 -1.205351 0.278389 0.250 0.790 -0.971 0.10
N -1.186012 1.435365 0.232735 -1.546 0.874 -0.301 0.65
N 0.449110 -0.749998 -0.126893 -2.210 -0.232 -0.431 0.08
N 1.985319 1.043497 -0.130278 -0.282 -2.002 -1.042 0.10
P -2.126161 0.195287 -0.242756 0.645 -0.210 1.159 0.32
H -1.420514 -2.119099 -0.215147 1.366 0.701 0.400 0.00
H -0.879292 -1.273617 1.329966 -0.498 -0.524 1.043 0.00
H -0.944933 1.321327 1.203245 -0.222 0.281 0.766 0.01
H 1.018912 -1.476274 -0.493701 1.047 -0.656 -0.244 0.02
H 2.280924 1.944758 0.175977 -0.241 0.637 0.069 0.01
H 2.667647 0.355183 -0.430924 0.897 0.568 -0.038 0.03
H -1.675724 0.033983 -1.514115 -0.160 0.276 -1.620 0.04
```
Forces are in eV/Å.

**Frontier orbital gap (spin up / spin down)**: 0.328 / 0.249 Eh
**Net charge**: +1
**Multiplicity**: 3
**HOMO level (spin up / spin down)**: -12.366 / -14.235 eV
**ΔE to the lowest compared entry with this formula, charge and spin**: 99.9 kJ/mol

Entry from OMol25: a single C2H7N3S molecule (the ωB97M-V functional and the def2-TZVPD basis).

```
13
Properties=species:S:1:pos:R:3:forces:R:3:nbo_charge:R:1
C 0.967371 1.296567 0.228391 0.972 2.337 4.174 -0.44
N 1.080421 -0.013569 -0.202187 4.366 -0.153 -3.064 -0.30
N 2.492250 -0.351559 -0.175904 -1.179 -0.570 1.626 -0.65
C 0.307466 -1.026493 0.082443 -4.151 -2.001 1.996 0.25
N -0.982966 -0.993761 0.263926 0.182 -0.336 -0.392 -0.66
S -1.990732 0.322698 -0.179687 -1.294 -0.682 0.791 0.10
H 1.680976 2.135104 -0.244964 -1.619 -2.378 0.946 0.23
H -0.014286 1.676420 0.418272 -0.781 0.193 -0.885 0.24
H 1.199501 1.035934 1.384352 0.355 1.994 -1.626 0.16
H 2.929882 0.172659 0.619622 -0.356 -0.507 -1.282 0.35
H 2.823898 -0.111348 -1.069422 1.024 0.577 -0.910 0.36
H 0.727445 -2.022313 0.367400 0.227 1.150 -0.615 0.21
H -3.272663 -0.157839 0.333883 2.254 0.376 -0.759 0.14
```
Forces are in eV/Å.

**Frontier orbital gap**: 0.319 Eh
**SMILES**: CN(N)/C=N\S
**HOMO level**: -7.931 eV
**ΔE to the lowest compared entry with this formula, charge and spin**: 313.7 kJ/mol

Entry from OMol25: a 2-piece molecular cluster, C2H7N4 overall (the ωB97M-V functional and the def2-TZVPD basis).

```
13
Properties=species:S:1:pos:R:3:forces:R:3:nbo_charge:R:1
C 0.527163 -0.779300 -0.639235 -0.672 1.473 0.471 0.73
C -1.779504 0.095143 -0.692301 -0.219 0.364 0.218 -0.43
N 3.663441 -0.352479 2.439619 2.866 -0.823 -2.146 -0.29
N 2.618120 0.089017 2.408427 -2.471 0.909 0.900 -0.07
N 1.144974 0.258574 -0.153562 0.134 -0.589 -0.504 -0.78
N -0.737089 -0.925161 -0.842612 0.106 -0.827 -0.344 -0.58
H -2.512783 -0.028945 -1.483276 0.061 -0.026 -0.063 0.25
H -1.348106 1.088261 -0.766181 0.034 0.050 -0.064 0.22
H -2.276622 -0.018577 0.273081 0.115 -0.015 -0.052 0.24
H 4.314638 -0.750956 3.121110 -0.336 -0.071 1.265 0.37
H 2.151608 0.294086 -0.178709 0.179 0.034 0.137 0.45
H 0.673111 1.057901 0.264785 0.010 -0.305 0.102 0.44
H -1.075511 -1.828831 -1.144749 0.191 -0.174 0.080 0.45
```
Forces are in eV/Å.

**Frontier orbital gap (spin up / spin down)**: 0.448 / 0.152 Eh
**Net charge**: +1
**HOMO level (spin up / spin down)**: -15.498 / -10.924 eV
**ΔE to the lowest compared entry with this formula, charge and spin**: 497.8 kJ/mol

Entry from OMol25: a 2-piece molecular cluster, C2H7N4 overall (the ωB97M-V functional and the def2-TZVPD basis).

```
13
Properties=species:S:1:pos:R:3:forces:R:3:nbo_charge:R:1
C -1.477613 0.447762 0.186560 1.225 3.047 -2.209 0.34
C 0.442832 1.709388 0.154321 0.717 3.435 -1.864 -0.10
N 2.921084 -2.399632 -1.118044 0.176 -2.198 -0.358 -0.28
N 1.907548 -1.872360 -0.979739 -0.099 1.233 0.302 -0.08
N -2.264136 -0.513512 0.513633 0.037 -0.476 0.264 -0.68
N -0.200709 0.652279 0.538899 -2.378 -1.133 0.012 -0.50
H -1.820454 1.262696 -0.574594 0.312 -1.634 1.708 0.24
H 1.162129 2.121851 0.770080 1.830 0.110 1.109 0.20
H -0.009461 2.455713 -0.447791 -0.606 0.156 -0.826 0.19
H 3.924477 -2.136078 -1.151202 -0.134 1.039 0.138 0.36
H -3.138392 -0.604323 0.071906 -1.125 -0.022 -0.507 0.44
H -1.872328 -1.332460 0.880386 0.352 -1.391 0.926 0.42
H 0.425024 0.208676 1.155585 -0.308 -2.166 1.304 0.45
```
Forces are in eV/Å.

**Frontier orbital gap (spin up / spin down)**: 0.318 / 0.220 Eh
**Net charge**: +1
**HOMO level (spin up / spin down)**: -12.387 / -10.729 eV
**ΔE to the lowest compared entry with this formula, charge and spin**: 504.8 kJ/mol

Entry from OMol25: an isolated ion of composition C2H7N4O and charge +1 (the ωB97M-V functional and the def2-TZVPD basis).

```
14
Properties=species:S:1:pos:R:3:forces:R:3:nbo_charge:R:1
H 2.508593 1.082183 -0.681277 0.870 -0.161 -0.094 0.35
N 1.733981 0.973504 -1.316406 -0.701 0.508 -0.040 -0.57
C 0.702111 0.731061 -0.651641 -0.103 0.118 -2.172 0.38
C -0.751183 0.634572 -1.176833 2.838 -1.411 -1.991 -0.18
O -1.447463 0.372321 0.019478 -1.043 -0.488 0.307 -0.31
N -0.522715 -0.192022 0.977894 -2.971 0.624 3.406 0.18
N -0.448718 -1.578979 1.031412 0.835 1.197 1.022 -0.63
N 0.664594 0.447244 0.696488 0.967 -0.292 1.691 -0.46
H -1.018557 1.561251 -1.671182 -0.480 0.312 0.599 0.27
H -0.745250 -0.152868 -2.067516 -0.482 1.011 2.268 0.24
H -0.994591 0.204291 2.033752 1.555 -1.438 -3.752 0.48
H -1.266154 -2.066847 1.276024 -1.439 -0.163 0.422 0.42
H 0.102466 -2.044600 0.362462 0.833 -0.048 -1.281 0.41
H 1.482886 0.028889 1.167344 -0.680 0.232 -0.385 0.43
```
Forces are in eV/Å.

**Frontier orbital gap**: 0.384 Eh
**Net charge**: +1
**SMILES**: [H]/N=C1/CO[N@@H+](N)N1
**HOMO level**: -14.683 eV
**ΔE to the lowest compared entry with this formula, charge and spin**: 552.9 kJ/mol

Entry from OMol25: an isolated ion of composition C2H7N4O and charge +1 (the ωB97M-V functional and the def2-TZVPD basis).

```
14
Properties=species:S:1:pos:R:3:forces:R:3:nbo_charge:R:1
C 1.732843 1.165359 0.021740 -0.063 -1.873 4.271 -0.41
N 1.207848 -0.209313 0.012291 -1.886 -0.900 -0.661 -0.53
C -0.074641 -0.572704 0.023724 -3.526 0.627 -0.231 0.71
N -0.612519 -1.808868 -0.004713 0.257 1.058 0.407 -0.77
N -1.222845 0.467853 0.035792 5.578 -1.339 -0.032 -0.47
N -2.505654 0.005939 0.157508 -0.482 1.003 -0.398 0.25
O -3.315628 0.857737 -0.032287 0.278 -0.548 0.238 -0.23
H 2.782888 0.969736 0.103292 0.670 0.488 0.580 0.24
H 1.317691 1.685989 0.937804 0.693 -0.297 -1.300 0.24
H 1.634674 1.625254 -0.859873 -1.016 1.987 -3.294 0.22
H 1.896971 -0.933276 -0.188713 -0.463 0.016 0.265 0.44
H -1.569025 -1.936636 0.239972 -1.087 1.212 0.151 0.44
H -0.381155 -2.746651 -0.220289 2.310 -0.501 -0.378 0.45
H -0.891453 1.429582 -0.226254 -1.262 -0.931 0.381 0.42
```
Forces are in eV/Å.

**Frontier orbital gap**: 0.366 Eh
**Net charge**: +1
**SMILES**: C/[NH+]=C(/N)NN=O
**HOMO level**: -14.499 eV
**ΔE to the lowest compared entry with this formula, charge and spin**: 361.1 kJ/mol

Entry from OMol25: a 2-piece molecular cluster, C2H7N4O overall (the ωB97M-V functional and the def2-TZVPD basis).

```
14
Properties=species:S:1:pos:R:3:forces:R:3:nbo_charge:R:1
C -4.151278 0.619199 0.103163 -0.877 0.918 -0.011 0.45
C 0.070264 0.603454 -0.201599 -0.389 0.168 0.231 0.32
N -1.816860 -0.764591 0.057510 0.446 -1.727 1.988 -0.41
N -0.537784 -0.544885 -0.332612 1.315 -0.301 -0.776 -0.35
N 1.374481 0.819255 -0.319369 0.054 0.190 0.143 -0.38
N 2.272703 -0.238591 -0.470924 0.026 -0.352 0.009 -0.66
O -3.070099 0.612353 -0.298164 -0.412 1.788 -1.323 -0.35
H -4.886584 0.007129 0.600502 0.015 -0.783 0.336 0.20
H -0.542847 1.461051 0.044860 0.034 -0.028 0.068 0.23
H -2.194039 -1.576344 -0.424213 0.313 -0.030 -0.413 0.34
H 1.715415 1.759420 -0.144181 -0.100 -0.249 0.015 0.41
H 2.564524 -0.610463 0.434520 -0.093 0.272 -0.104 0.38
H 0.029631 -1.337267 -0.644691 -0.082 0.193 -0.063 0.43
H 3.098161 0.072541 -0.973446 -0.251 -0.058 -0.102 0.39
```
Forces are in eV/Å.

**Frontier orbital gap (spin up / spin down)**: 0.263 / 0.326 Eh
**Net charge**: +1
**HOMO level (spin up / spin down)**: -11.469 / -12.338 eV
**ΔE to the lowest compared entry with this formula, charge and spin**: 640.7 kJ/mol

Entry from OMol25: C2H7N4O10S2 as an isolated structure (the ωB97M-V functional and the def2-TZVPD basis).

```
25
Properties=species:S:1:pos:R:3:forces:R:3:nbo_charge:R:1
O 0.535709 1.148955 0.218925 -0.117 -0.136 0.187 -0.26
N 0.137743 0.702092 1.223602 1.375 0.123 -0.420 0.41
O -1.134778 1.179870 1.524928 -2.110 -0.406 -0.075 -0.59
S -2.316088 0.412240 0.570382 -1.631 -1.921 -1.695 2.33
O -1.823336 -0.959222 0.268998 -0.023 2.417 1.131 -0.97
O -2.520164 1.207507 -0.652701 0.354 -0.693 2.118 -0.93
N -3.607404 0.307882 1.606332 0.764 0.965 -2.630 -1.10
S -4.972183 0.932534 0.875916 -2.202 2.159 2.889 2.05
O -4.984362 2.409620 0.737847 0.611 -2.484 -0.366 -0.95
O -6.130046 0.450523 1.681350 2.164 0.054 -1.525 -0.97
H -5.147487 0.401121 -0.376269 0.571 0.065 0.422 -0.01
C 1.126488 -3.358145 0.371375 -0.071 -0.161 -0.308 -0.49
N 1.352477 -2.098567 1.118116 -0.165 -0.148 -0.078 0.54
O 1.995984 -1.228274 0.575331 0.453 0.124 -0.202 -0.40
O 0.871206 -2.027381 2.219290 -0.009 -0.083 0.438 -0.36
H 1.610444 -3.277954 -0.595366 0.004 0.059 0.028 0.22
H 1.555275 -4.165987 0.957649 -0.092 0.016 0.060 0.22
H 0.051942 -3.478734 0.261414 -0.001 0.015 0.097 0.25
C 2.832452 1.346109 -1.507978 0.103 -0.214 0.064 -0.48
N 3.996041 1.997433 -2.164905 -0.203 -0.228 0.126 0.54
O 5.075167 1.455203 -2.074925 0.365 -0.139 0.004 -0.39
O 3.790164 3.034503 -2.751047 -0.050 0.363 -0.206 -0.39
H 3.169454 0.435687 -1.027328 0.019 0.034 0.007 0.24
H 2.435350 2.042295 -0.780653 -0.041 0.078 -0.109 0.25
H 2.099955 1.130690 -2.280282 -0.067 0.141 0.044 0.24
```
Forces are in eV/Å.

**Frontier orbital gap**: 0.314 Eh
**Net charge**: -1
**HOMO level**: -6.357 eV

What is the formula in the ninth record?
C2H7N4O